Version A
11
Properties=species:S:1:pos:R:3 method="wB97M-V/def2-TZVPD" multiplicity=1 e_homo_ev=-8.522 smiles=Nc1n[nH]c(O)n1 lumo_energy_ha=0.028 homo_lumo_gap_ev=9.276 mol_weight_g_mol=100.1
N -0.388 1.115 -1.879
C -0.166 0.558 -0.635
N -0.181 1.266 0.474
N 0.010 0.288 1.421
C 0.134 -0.896 0.818
O 0.331 -2.014 1.521
N 0.034 -0.788 -0.486
H -0.247 2.115 -1.896
H 0.097 0.635 -2.624
H 0.033 0.509 2.403
H 0.337 -2.743 0.883

Version B
11
Properties=species:S:1:pos:R:3 method="wB97M-V/def2-TZVPD" multiplicity=1 e_homo_ev=-9.112 lumo_energy_ha=0.004 homo_lumo_gap_ev=9.212 mol_weight_g_mol=100.1
H 3.156 0.427 -0.275
N 2.490 -0.499 0.016
C 1.276 -0.124 0.212
N 0.627 1.217 0.153
C -0.516 0.965 -0.246
N -0.974 -0.382 -0.284
O -2.324 -0.377 0.095
N 0.140 -0.972 0.101
H -1.540 1.553 -0.257
H -2.631 -0.057 1.118
H 0.297 -1.752 -0.633

Version C
11
Properties=species:S:1:pos:R:3 method="wB97M-V/def2-TZVPD" multiplicity=1 e_homo_ev=-9.171 lumo_energy_ha=0.030 homo_lumo_gap_ev=9.999 mol_weight_g_mol=100.1
H -2.960 0.563 -0.123
N -2.402 -0.235 -0.079
C -1.122 -0.091 -0.032
N -0.269 1.035 0.213
N 1.064 1.047 -0.239
C 1.674 -0.048 -0.220
N 0.881 -1.044 0.415
O -0.320 -1.138 -0.351
H -0.636 2.056 0.392
H 2.773 -0.214 -0.419
H 1.319 -1.929 0.442

Version D
11
Properties=species:S:1:pos:R:3 method="wB97M-V/def2-TZVPD" multiplicity=1 e_homo_ev=-8.715 lumo_energy_ha=0.015 homo_lumo_gap_ev=9.116 mol_weight_g_mol=100.1
C 1.349 -0.356 -0.585
C 0.511 -0.607 0.522
N -1.878 1.250 -0.357
N -0.939 -0.844 0.264
N -1.901 0.192 0.078
N 1.885 0.720 -0.953
O 0.798 -0.942 1.677
H -1.169 -1.373 1.076
H -2.815 -0.326 0.639
H 1.620 1.639 -0.578
H 2.539 0.648 -1.782

Which is more stable than every other structure shown? version A is more stable than every other one.